(1)
DFT (ωB97M-V with the def2-TZVPD basis set) results for a molecular structure, C33H32BrN5O3PSTa.

```
77
Properties=species:S:1:pos:R:3:forces:R:3
Ta -0.8639 1.0029 0.1769 -0.17 -0.59 0.21
N -2.2530 -0.4270 1.3802 0.03 0.04 -0.05
C -2.8273 -1.7142 0.8876 -0.02 0.04 0.01
C -1.7523 -2.7039 0.5012 -0.01 -0.02 -0.02
C -0.9876 -2.2985 -0.7400 0.00 -0.03 -0.04
N -0.1149 -1.1150 -0.5089 0.01 0.09 0.04
H -1.7707 -0.6106 2.2594 0.01 0.00 0.00
H -3.0458 0.1693 1.6055 0.03 0.04 0.04
H -3.4617 -1.4828 0.0333 0.00 0.00 0.00
H -3.4594 -2.1297 1.6724 -0.01 -0.01 0.00
H -2.2308 -3.6640 0.3048 0.00 0.00 0.00
H -1.0650 -2.8712 1.3373 0.01 -0.01 0.00
H -1.6768 -2.0584 -1.5500 0.00 -0.01 0.01
H -0.3558 -3.1219 -1.0752 0.00 0.00 0.00
H 0.4674 -1.0203 -1.3378 0.08 -0.02 -0.02
H 0.5528 -1.3360 0.2310 -0.01 -0.04 -0.01
O -2.3841 0.3145 -1.4171 -0.02 0.14 0.12
C -1.3347 0.7850 -1.8484 0.03 0.09 0.06
C -0.7581 1.0834 -3.1298 -0.02 0.00 0.05
C -1.4162 0.9989 -4.3580 0.02 0.00 -0.01
C -0.7622 1.4616 -5.4851 0.02 0.00 0.00
C 0.5166 2.0075 -5.3788 -0.02 0.00 -0.04
C 1.1765 2.0845 -4.1563 -0.02 0.00 0.04
C 0.5410 1.6116 -3.0205 -0.01 0.01 0.01
P 1.2814 1.5531 -1.3454 0.02 -0.02 -0.11
C 2.4612 0.1733 -1.4359 -0.04 -0.04 -0.01
C 2.5780 -0.6591 -2.5473 -0.02 -0.01 -0.02
C 3.4444 -1.7473 -2.5139 0.01 0.00 0.01
C 4.1924 -2.0070 -1.3766 0.00 0.00 0.01
C 4.0843 -1.1751 -0.2661 0.01 0.01 -0.02
C 3.2242 -0.0907 -0.2948 -0.02 -0.02 0.05
C 2.3356 3.0056 -1.1479 0.05 0.05 -0.03
C 1.8581 4.1875 -0.5815 0.01 0.02 0.03
C 2.6868 5.2947 -0.4914 0.00 0.00 -0.01
C 3.9901 5.2343 -0.9647 0.01 0.00 -0.02
C 4.4692 4.0639 -1.5367 -0.01 0.02 0.02
C 3.6482 2.9518 -1.6286 0.02 -0.02 0.02
H -2.4221 0.6036 -4.4134 0.00 0.00 0.01
H -1.2487 1.4179 -6.4498 0.00 0.00 0.00
H 1.0062 2.3837 -6.2677 0.00 -0.01 0.00
H 2.1668 2.5180 -4.0972 0.01 -0.01 0.00
H 2.0130 -0.4598 -3.4508 0.00 0.00 0.03
H 3.5413 -2.3818 -3.3849 0.00 0.00 0.01
H 4.8699 -2.8501 -1.3558 0.00 0.00 0.00
H 4.6804 -1.3671 0.6163 0.00 0.00 0.00
H 3.1660 0.5664 0.5670 0.01 0.00 -0.01
H 0.8439 4.2508 -0.2174 0.04 -0.01 0.02
H 2.3102 6.2102 -0.0548 0.00 -0.01 0.00
H 4.6329 6.1014 -0.8914 0.00 0.00 0.00
H 5.4841 4.0129 -1.9074 0.00 0.00 0.00
H 4.0406 2.0403 -2.0621 -0.01 0.02 0.00
C -2.7618 6.1955 3.2256 0.02 -0.03 -0.01
C -2.5440 4.8276 2.6778 -0.01 0.00 0.03
C -2.6635 3.6833 3.4825 -0.01 -0.02 -0.02
C -2.4360 2.4624 2.9021 -0.08 0.04 0.07
N -2.1542 2.3640 1.5935 0.25 -0.24 -0.33
C -2.0228 3.5139 0.9124 0.10 0.07 -0.29
S -1.4897 3.2120 -0.7379 -0.15 0.18 0.22
N -2.1913 4.7234 1.3912 -0.05 0.01 0.03
H -3.5031 6.1921 4.0223 0.00 0.00 0.00
H -3.0593 6.8762 2.4325 -0.01 0.00 0.00
H -1.8215 6.5607 3.6473 0.00 0.01 0.00
H -2.9294 3.7606 4.5265 0.00 0.00 0.00
H -2.5010 1.5446 3.4766 0.01 0.01 -0.02
Br 4.3550 4.3511 4.7064 0.02 0.03 0.01
C 3.5364 2.7153 4.2933 -0.02 -0.02 -0.01
C 3.9387 1.5479 4.9438 0.01 -0.02 0.02
N 3.4069 0.3549 4.6973 -0.01 0.04 -0.01
C 2.4441 0.2787 3.7896 0.02 -0.03 -0.01
C 1.9785 1.3903 3.0941 0.01 0.00 0.00
C 2.5374 2.6427 3.3477 0.01 0.00 0.00
C 0.9367 1.2534 2.0823 -0.04 0.01 -0.03
O 0.4351 0.1209 1.7441 -0.01 0.17 -0.06
O 0.4806 2.2443 1.4446 -0.07 0.09 0.00
H 4.7240 1.5867 5.6897 0.00 0.00 0.00
H 2.0259 -0.7034 3.6003 0.00 0.01 0.00
H 2.2011 3.5196 2.8105 -0.01 0.00 0.00
```
Positions in Å, forces in eV/Å.

**Relative energy (zero: lowest compared OMol25 entry of this formula, charge and spin)**: 0.000 eV
**Highest occupied orbital energy**: -0.5130 hartree
**Kohn-Sham gap**: 7.8037 eV
**F_max**: 0.0126 hartree/bohr
**Total charge**: +2

---

(2)
DFT (ωB97M-V with the def2-TZVPD basis set) results for a gas-phase ion, C3H5N2O (charge +1) at a distorted geometry.

```
11
Properties=species:S:1:pos:R:3:forces:R:3
C -3.1621 0.6364 -0.1829 1.50 -0.81 1.03
C -2.2346 -0.1017 0.0507 1.26 0.29 -1.12
O -1.0880 -0.8490 -0.0716 -1.61 -0.32 0.29
N 0.0663 -0.2127 0.2813 1.04 1.58 1.28
C 1.1616 -0.3776 -0.3911 0.19 -1.97 -1.30
N 2.3409 0.0241 -0.0102 -2.83 1.15 2.54
H -3.8916 1.3662 0.0117 -0.84 0.27 -0.24
H 0.2139 0.2143 1.2113 -1.32 -0.30 -0.35
H 1.1829 -1.0601 -1.2229 -0.66 0.20 -0.67
H 3.1123 -0.1444 -0.5735 1.83 -0.11 -0.71
H 2.2983 0.5044 0.8973 1.44 0.01 -0.74
```
Positions in Å, forces in eV/Å.

**Relative energy (zero: lowest compared OMol25 entry of this formula, charge and spin)**: 5.401 eV
**Highest occupied orbital energy**: -0.5237 hartree
**Kohn-Sham gap**: 10.0876 eV
**F_max**: 0.0772 hartree/bohr
**Total charge**: +1

---

What is the formula in the first record?
C33H32BrN5O3PSTa